Entry from the OMol25 dataset: an isolated ion of composition C19H34NO2 and charge +1 (ωB97M-V/def2-TZVPD).

Properties
total charge	+1
orbital gap	0.343	hartree
HOMO energy	-11.84	eV
E_LUMO	-2.52	eV
calculated total energy	-949.4065	a.u.
2S+1	1
energy above the lowest of the compared OMol25 structures with the same formula, charge and spin	36.2	kJ/mol

Positions of all 56 atoms, in Å:
1 C -8.452 -0.083 -1.167
2 C -7.584 -0.795 -0.137
3 C -6.097 -0.545 -0.377
4 C -5.230 -1.246 0.667
5 C -3.730 -1.133 0.391
6 C -3.200 0.294 0.518
7 C -1.683 0.348 0.364
8 C -1.154 1.786 0.466
9 C 0.335 1.811 0.313
10 C 1.168 1.737 1.424
11 C 2.545 1.726 1.281
12 C 3.131 1.784 0.016
13 C 4.629 1.767 -0.152
14 C 5.324 0.611 0.580
15 C 4.979 -0.783 0.047
16 N 3.495 -0.975 0.014
17 C 5.545 -1.879 0.970
18 O 4.842 -3.066 0.669
19 C 5.455 -1.028 -1.403
20 O 4.473 -0.506 -2.276
21 C 2.296 1.853 -1.094
22 C 0.921 1.870 -0.946
23 H -8.214 -0.428 -2.171
24 H -8.289 0.992 -1.128
25 H -9.505 -0.276 -0.979
26 H -7.781 -1.868 -0.176
27 H -7.850 -0.447 0.864
28 H -5.913 0.530 -0.353
29 H -5.828 -0.908 -1.372
30 H -5.447 -0.831 1.654
31 H -5.498 -2.305 0.690
32 H -3.519 -1.509 -0.613
33 H -3.196 -1.771 1.102
34 H -3.479 0.696 1.495
35 H -3.657 0.925 -0.245
36 H -1.216 -0.263 1.141
37 H -1.400 -0.072 -0.604
38 H -1.617 2.390 -0.316
39 H -1.438 2.202 1.433
40 H 0.735 1.711 2.413
41 H 3.165 1.723 2.167
42 H 4.871 1.734 -1.214
43 H 5.037 2.698 0.247
44 H 6.403 0.743 0.507
45 H 5.069 0.651 1.640
46 H 3.006 -0.313 0.644
47 H 3.220 -0.758 -0.964
48 H 3.318 -1.969 0.233
49 H 6.619 -1.988 0.792
50 H 5.394 -1.601 2.021
51 H 5.235 -3.812 1.134
52 H 6.424 -0.545 -1.558
53 H 5.566 -2.108 -1.563
54 H 4.753 -0.625 -3.189
55 H 2.729 1.914 -2.081
56 H 0.293 1.946 -1.820

=====

Entry from the OMol25 dataset: C19H34NO8SSr as an isolated structure (ωB97M-V/def2-TZVPD).

Properties
total charge	+1
orbital gap	0.288	hartree
HOMO energy	-9.77	eV
E_LUMO	-1.93	eV
calculated total energy	-1829.7966	a.u.
2S+1	1
energy above the lowest of the compared OMol25 structures with the same formula, charge and spin	0.0	kJ/mol

Positions of all 64 atoms, in Å:
1 Sr 0.262 -0.296 0.123
2 C -1.730 -0.769 -2.738
3 C -2.753 -0.790 -1.623
4 O -2.280 0.065 -0.593
5 C -3.117 0.136 0.552
6 C -2.638 1.315 1.372
7 O -1.251 1.205 1.692
8 C -0.946 0.981 3.071
9 C -1.154 -0.473 3.438
10 O -0.436 -1.217 2.468
11 C -0.317 -2.618 2.672
12 C -1.287 -3.335 1.759
13 O -1.124 -2.852 0.425
14 C -0.694 -3.809 -0.539
15 C 0.819 -3.838 -0.652
16 O 1.356 -2.538 -0.864
17 C 1.646 -2.180 -2.214
18 C 0.384 -1.906 -3.015
19 O -0.470 -1.138 -2.179
20 H -1.645 0.229 -3.172
21 H -2.020 -1.487 -3.510
22 H -2.870 -1.806 -1.230
23 H -3.719 -0.433 -1.995
24 H -3.056 -0.806 1.112
25 H -4.158 0.302 0.253
26 H -3.238 1.405 2.282
27 H -2.761 2.225 0.787
28 H -1.550 1.636 3.703
29 H 0.108 1.232 3.185
30 H -2.216 -0.749 3.426
31 H -0.756 -0.664 4.439
32 H -0.487 -2.877 3.719
33 H 0.713 -2.886 2.421
34 H -2.320 -3.137 2.060
35 H -1.122 -4.415 1.809
36 H -1.146 -3.512 -1.484
37 H -1.070 -4.805 -0.289
38 H 1.122 -4.517 -1.455
39 H 1.264 -4.205 0.276
40 H 2.242 -2.960 -2.695
41 H 2.254 -1.276 -2.144
42 H -0.128 -2.833 -3.300
43 H 0.636 -1.357 -3.926
44 O 2.068 1.282 -0.731
45 N 2.978 1.940 -0.019
46 C 3.508 3.053 -0.580
47 C 4.463 3.791 0.055
48 C 4.899 3.363 1.313
49 C 4.359 2.230 1.861
50 C 3.364 1.476 1.204
51 S 2.686 0.060 1.882
52 H 3.114 3.271 -1.561
53 H 4.862 4.672 -0.425
54 H 5.659 3.914 1.849
55 H 4.679 1.870 2.827
56 C -0.497 4.208 -2.153
57 C -0.943 3.079 -1.246
58 O -0.300 1.851 -1.562
59 H -1.029 5.130 -1.916
60 H -0.683 3.958 -3.197
61 H 0.571 4.402 -2.032
62 H -2.014 2.901 -1.363
63 H -0.764 3.343 -0.196
64 H 0.670 1.960 -1.438

=====

Entry from the OMol25 dataset: a single C19H34O3 molecule (ωB97M-V/def2-TZVPD).

Properties
total charge	0
orbital gap	0.335	hartree
HOMO energy	-8.77	eV
E_LUMO	0.35	eV
calculated total energy	-970.0727	a.u.
2S+1	1
energy above the lowest of the compared OMol25 structures with the same formula, charge and spin	9.9	kJ/mol

Positions of all 56 atoms, in Å:
1 C 6.816 0.337 -0.811
2 O 6.202 0.777 0.373
3 C 4.922 1.401 0.267
4 C 4.951 2.611 -0.677
5 C 4.627 1.882 1.691
6 C 3.836 0.412 -0.210
7 C 3.785 -0.862 0.633
8 C 3.171 -2.078 -0.067
9 C 1.661 -2.054 -0.360
10 C 1.290 -1.215 -1.581
11 C 0.842 -1.609 0.863
12 C -0.606 -1.908 0.681
13 C -1.564 -0.980 0.639
14 C -2.981 -1.227 0.449
15 C -3.443 -2.639 0.299
16 C -3.816 -0.167 0.411
17 C -5.266 -0.183 0.225
18 O -5.990 -1.146 0.094
19 O -5.729 1.081 0.224
20 C -7.139 1.268 0.055
21 C -7.495 1.221 -1.429
22 C -7.492 2.606 0.687
23 H 6.202 -0.386 -1.357
24 H 7.737 -0.153 -0.496
25 H 7.070 1.167 -1.479
26 H 5.028 2.302 -1.717
27 H 4.037 3.187 -0.560
28 H 5.798 3.249 -0.436
29 H 4.739 1.058 2.389
30 H 5.335 2.658 1.968
31 H 3.618 2.280 1.759
32 H 4.034 0.148 -1.251
33 H 2.881 0.937 -0.180
34 H 4.813 -1.124 0.896
35 H 3.254 -0.669 1.565
36 H 3.367 -2.944 0.572
37 H 3.698 -2.250 -1.009
38 H 1.380 -3.091 -0.587
39 H 0.240 -1.363 -1.827
40 H 1.444 -0.157 -1.397
41 H 1.888 -1.507 -2.442
42 H 0.982 -0.540 1.032
43 H 1.207 -2.152 1.740
44 H -0.847 -2.955 0.564
45 H -1.286 0.061 0.754
46 H -4.519 -2.676 0.166
47 H -3.174 -3.214 1.184
48 H -2.962 -3.099 -0.563
49 H -3.417 0.832 0.522
50 H -7.652 0.448 0.575
51 H -8.562 1.381 -1.558
52 H -7.233 0.249 -1.841
53 H -6.949 1.993 -1.967
54 H -7.201 2.617 1.734
55 H -6.968 3.408 0.173
56 H -8.562 2.777 0.615

=====

Entry from the OMol25 dataset: C19H35AgN5O4V as an isolated structure (ωB97M-V/def2-TZVPD).

Properties
total charge	+2
orbital gap (spin up / spin down)	0.208 / 0.217	hartree
HOMO energy (spin up / spin down)	-15.57 / -15.58	eV
E_LUMO (spin up / spin down)	-9.93 / -9.67	eV
calculated total energy	-2410.1043	a.u.
2S+1	1

Positions of all 65 atoms, in Å:
1 N 0.985 0.357 -1.463
2 C 2.086 0.431 -1.996
3 O 3.162 0.463 -2.493
4 Ag -1.461 -2.585 -0.172
5 V -0.032 -0.019 0.148
6 N -1.909 -0.637 0.235
7 N -0.171 1.703 0.794
8 C -2.878 -0.060 -0.744
9 C 0.064 3.065 0.277
10 C -4.136 -0.928 -0.816
11 C -3.272 1.350 -0.312
12 C -2.187 -0.062 -2.104
13 C 1.549 3.407 0.415
14 C -0.759 4.089 1.058
15 C -0.333 3.139 -1.189
16 H -3.876 -1.966 -1.061
17 H -4.794 -0.542 -1.606
18 H -4.686 -0.922 0.133
19 H -4.006 1.320 0.503
20 H -3.730 1.880 -1.159
21 H -2.398 1.917 0.040
22 H -1.216 0.463 -2.092
23 H -2.852 0.408 -2.843
24 H -1.989 -1.097 -2.422
25 H 1.829 3.488 1.470
26 H 1.743 4.374 -0.069
27 H 2.178 2.641 -0.051
28 H -0.436 4.152 2.103
29 H -1.827 3.841 1.029
30 H -0.624 5.077 0.601
31 H -0.133 4.158 -1.546
32 H -1.401 2.941 -1.329
33 H 0.241 2.442 -1.804
34 C -2.447 -0.758 1.605
35 H -1.729 -0.392 2.350
36 H -3.391 -0.208 1.712
37 H -2.640 -1.821 1.841
38 C -0.074 1.552 2.247
39 H 0.151 0.505 2.511
40 H 0.730 2.175 2.670
41 H -1.013 1.837 2.754
42 C 3.356 -3.723 -2.005
43 C 3.080 -4.516 -0.741
44 C 2.855 -3.617 0.497
45 C 2.653 -4.438 1.800
46 C 1.657 -5.580 1.672
47 C 4.081 -2.723 0.699
48 O 5.243 -3.102 0.611
49 N 3.826 -1.403 1.031
50 C 2.621 -0.727 0.922
51 O 2.573 0.493 1.125
52 N 1.512 -1.453 0.540
53 C 1.587 -2.778 0.248
54 O 0.595 -3.378 -0.246
55 H 2.545 -3.016 -2.220
56 H 3.436 -4.418 -2.847
57 H 4.301 -3.174 -1.924
58 H 2.193 -5.147 -0.877
59 H 3.926 -5.182 -0.517
60 H 3.631 -4.829 2.120
61 H 2.328 -3.735 2.582
62 H 2.133 -6.473 1.248
63 H 1.274 -5.841 2.663
64 H 0.817 -5.285 1.034
65 H 4.627 -0.816 1.246

=====

What is the formula in the fourth record? C19H35AgN5O4V

=====

What is the formula in the fourth record? C19H35AgN5O4V